Entry 1:
C27H32N3O5RuSe2 | ωB97M-V/def2-TZVPD

Properties
total charge	+1
HOMO-LUMO gap (spin up / spin down)	6.203 / 6.175	eV

The geometry in XYZ format:
```
70
Properties=species:S:1:pos:R:3:forces:R:3
H -1.08682 -4.09254 1.04058 -0.0146 -0.0485 -0.0495
C -1.01212 1.60437 -1.51813 0.0212 -0.0137 0.0012
O -0.70600 -5.86124 -0.95036 0.0541 0.0417 0.0588
H 0.13414 -2.50551 -2.74610 -0.0070 0.0000 0.0036
H 2.93517 6.21997 3.73408 -0.0016 -0.0009 -0.0035
H 1.15910 4.06965 6.48056 -0.0009 0.0007 -0.0024
C -2.28654 6.28734 0.61105 0.0183 0.0318 -0.0746
C 0.04850 2.14130 -3.60646 -0.0074 -0.0019 -0.0016
C 0.55147 2.26128 1.31790 -0.0601 0.0384 0.0299
C -0.32603 -2.26628 -1.78238 -0.0212 -0.0134 -0.0362
C -0.26383 -3.46837 -0.85749 -0.0705 -0.0515 0.0836
H 2.19561 2.33238 -3.54262 -0.0054 0.0000 0.0012
C 0.11230 -0.96720 5.34437 0.0013 0.0099 0.0306
H -3.02022 5.83098 -0.04646 -0.0079 -0.0125 0.0230
H 0.00270 2.81962 6.99594 -0.0011 -0.0028 -0.0041
C 0.22501 -0.27542 3.01260 0.0268 -0.0017 -0.0520
H -1.36489 -1.96605 -1.94834 0.0033 0.0070 -0.0042
H -0.71708 7.68049 2.04876 0.0112 0.0051 -0.0020
C 0.02413 -1.25926 4.00208 -0.0249 0.0137 -0.0177
H 0.29712 3.64013 -0.12457 0.0277 -0.0021 -0.0073
H -1.89437 1.39119 -0.92660 -0.0049 0.0054 0.0010
H 0.47005 0.54251 6.83604 -0.0018 -0.0048 -0.0049
H 2.69529 4.12428 2.43279 -0.0046 -0.0095 -0.0011
H 1.75391 2.47064 6.98466 -0.0008 -0.0012 -0.0021
N 0.32986 1.22049 0.49232 0.1625 0.0137 -0.0259
H -2.30555 -3.82869 -0.20155 -0.0078 0.0597 -0.0453
C 1.29039 2.11747 -2.98910 -0.0023 -0.0245 -0.0110
H 3.47123 0.39581 -2.20940 0.0164 0.0071 -0.0094
H -0.21039 -2.27147 3.70160 0.0156 0.0027 -0.0097
C -1.10448 1.88540 -2.87345 -0.0018 0.0005 0.0022
H -2.06132 7.29072 0.24633 0.0405 0.0022 0.0138
C 1.14409 -3.61252 -0.25615 -0.0123 0.0449 0.0832
C 2.07224 6.07235 3.09992 0.0065 0.0212 0.0204
O 2.59796 1.85107 -0.99791 -0.0204 -0.0156 0.0093
H -1.43960 -4.53022 -2.32152 0.0064 -0.0016 -0.0231
C -0.13476 5.70714 1.43650 0.0058 0.0475 -0.0499
C -1.37326 -3.44291 0.21092 0.0617 -0.0024 0.0310
Se 1.53217 -2.53947 1.34958 0.0963 -0.0237 -0.0487
H -2.07330 1.91073 -3.35342 0.0037 0.0013 -0.0014
C 0.58749 1.31303 4.83967 -0.0179 0.0009 -0.0327
C 1.38990 1.82784 -1.63402 0.0221 0.0020 0.0174
H 1.90985 -3.43178 -1.01079 -0.0059 0.0576 -0.0063
H -2.67957 6.34134 1.62773 -0.0184 0.0063 -0.0112
H 4.34959 0.86343 -0.73414 -0.0037 -0.0002 0.0046
C 3.36950 0.65624 -1.15376 0.0154 0.0006 -0.0023
Ru 0.22921 -0.69375 1.05177 -0.6280 -0.1714 0.1467
C 0.01548 6.89218 2.14280 -0.0576 -0.0096 0.0329
H 1.21621 7.98833 3.52824 -0.0018 -0.0010 -0.0033
H 1.26101 -4.63360 0.10996 0.0125 0.0052 -0.0154
C 1.93532 4.89422 2.38034 -0.0345 -0.0039 -0.0279
H 0.76952 2.99407 3.15248 0.0036 0.0027 -0.0088
H 2.90744 -0.17648 -0.61615 -0.0102 0.0055 -0.0120
H -0.04343 -1.74858 6.07666 0.0009 0.0016 -0.0050
N 0.65054 3.51213 0.81143 0.0282 -0.0272 -0.0045
C 0.48832 1.00965 3.46640 0.0071 -0.0533 0.0274
C 0.23250 1.56549 -0.89420 -0.0080 -0.0299 -0.0294
O 0.41035 -1.19402 -1.19285 -0.0391 0.0822 -0.0260
C 1.11111 7.06249 2.97878 0.0253 -0.0195 0.0112
O 0.86208 2.62087 5.11452 0.0013 0.0038 0.0158
N 0.65373 2.13112 2.63261 0.0497 0.0309 -0.0119
H 0.29845 -4.82516 -2.45222 0.0112 0.0042 0.0151
C 0.40094 0.32595 5.78041 0.0008 -0.0091 0.0005
H -0.05970 -6.52993 -1.18801 -0.0361 -0.0190 -0.0412
C 0.82398 4.69796 1.57455 0.0673 0.0094 -0.0227
H 0.28300 -0.39870 -1.72782 0.0007 0.0082 -0.0096
H -0.02049 2.36957 -4.66160 0.0012 -0.0015 0.0026
O -1.13927 5.44472 0.56344 -0.0688 -0.0757 0.1026
Se -1.83521 -1.77270 1.14799 0.3727 0.1003 -0.0281
C 0.94671 3.00485 6.48048 0.0047 0.0058 0.0000
C -0.52555 -4.70346 -1.74326 0.0052 -0.0279 0.0160
```
Positions in Å, forces in eV/Å.

=====

Entry 2:
C6H15NO | ωB97M-V/def2-TZVPD

Properties
total charge	0
energy above the lowest of the compared OMol25 structures with the same formula, charge and spin	233.3	kJ/mol
HOMO-LUMO gap	8.804	eV
structure (SMILES)	CC/C=C/NCC.O

The geometry in XYZ format:
```
23
Properties=species:S:1:pos:R:3:forces:R:3
H 0.66097 -3.05262 -0.64545 -0.2846 0.0579 0.4298
H 1.49271 -1.87591 1.32621 -0.3381 0.4391 0.0914
C 1.61864 -1.34403 0.37886 -0.0728 0.1505 -0.8336
C 1.54559 -2.43071 -0.71975 1.0102 0.3807 0.4970
H -1.61686 1.42738 0.95070 0.6628 -0.4053 -1.4866
C -3.14705 0.21337 0.20401 2.0938 -1.9208 0.1195
C -0.00065 0.15027 -0.98724 0.7488 -1.2306 0.6416
H -1.70440 0.60881 -1.97605 0.4542 0.1688 0.0614
H 0.13344 0.03826 1.10092 -0.4006 -0.1800 -0.3574
H 1.47854 -1.98174 -1.70254 0.4933 -0.0772 -0.2910
H 0.53600 -0.09238 -1.89377 -0.4387 -0.1291 -0.4433
C -2.03899 1.22544 -0.07924 -1.3477 0.9623 2.2970
H -3.83192 0.11091 -0.61795 -0.6597 0.1017 -0.0724
H 2.54840 -0.76068 0.51696 0.2138 -0.9156 -0.5431
H 2.41243 -3.08723 -0.60196 -0.0370 0.0142 -0.4924
H -3.56336 0.31853 1.19528 -0.6774 0.4598 -0.0505
N -1.16802 0.86484 -1.15373 0.1036 0.7416 -0.2467
H -2.59585 -0.76381 0.29264 -0.6205 0.5038 -0.2219
H 1.51293 1.32342 1.43964 0.5184 -0.1826 -0.9682
O 2.35112 1.62682 1.78894 0.2350 0.6771 1.6486
H -2.54205 2.18445 -0.25162 0.3073 0.0636 -0.5490
C 0.55186 -0.31256 0.14662 -1.3599 0.6459 1.4348
H 3.13263 1.57944 1.23995 -0.6043 -0.3259 -0.6649
```
Positions in Å, forces in eV/Å.

=====

Entry 3:
C37H30Cl4N4NaO5PS | ωB97M-V/def2-TZVPD

Properties
total charge	-2
energy above the lowest of the compared OMol25 structures with the same formula, charge and spin	141.4	kJ/mol
HOMO-LUMO gap	4.440	eV

The geometry in XYZ format:
```
83
Properties=species:S:1:pos:R:3:forces:R:3
C 2.37088 5.47692 -0.59777 0.0495 0.0617 0.0065
C -1.85526 -4.10316 -3.56358 -0.0308 0.0543 0.0470
H 0.42034 1.48315 -5.00376 -0.0054 -0.0013 0.0584
H 1.82947 4.76358 -2.56177 0.0031 0.0100 0.0303
O -2.17659 3.16579 1.24219 0.1302 -0.0055 0.0471
C -0.74752 -2.26363 3.63727 -0.0436 -0.0543 -0.0180
C 1.82737 4.57425 -1.49635 -0.0283 -0.0726 0.0294
C -1.14989 -3.43012 -1.35511 0.0822 -0.1027 -0.0804
Na 0.75035 0.62342 0.03526 -0.3928 0.5837 0.5247
N 1.53107 3.71321 2.52678 0.1994 0.1685 -0.5692
C -2.04885 1.95656 1.00085 -0.3580 -0.2401 -0.1001
O -0.41914 0.98705 -2.84554 -0.0228 -0.0751 -0.0994
C 0.57203 3.93073 4.48686 0.0512 -0.1261 -0.0061
H 0.02226 4.23373 5.36021 0.0139 -0.0433 -0.0141
P -1.59486 -0.92287 -0.19330 -0.7324 -0.3543 0.2239
C -2.66307 -2.04750 -2.59343 0.0173 -0.0860 -0.0261
H 0.83875 2.66138 -1.67206 0.1195 0.0029 0.0516
C 3.11805 -0.40738 -0.76727 0.3188 -0.1413 -0.0250
H 0.46945 -0.73443 -2.18469 -0.1867 0.0166 -0.0026
C 1.28503 3.39310 -1.00468 0.0919 0.0333 0.1750
C -1.47948 -3.44054 3.75631 0.0189 0.0746 -0.0968
C 3.21498 -2.64720 0.26917 -0.1470 0.0369 -0.0427
C 1.00895 1.62441 5.36428 0.0075 0.1171 -0.1382
C 2.42687 -1.55443 -0.12520 0.3360 0.0916 -0.1070
O -1.01396 1.24326 1.04699 -0.3561 0.3588 0.6166
H -4.47114 -1.81023 -0.50864 0.0053 -0.0057 -0.0204
C -4.55016 1.78529 0.83863 -0.0517 -0.0947 -0.0629
C 0.30679 0.01101 -2.97611 0.2511 0.3454 -0.0177
H -4.52735 2.79918 1.21818 -0.0096 -0.0044 -0.0021
H -0.52183 -3.59665 -0.48434 -0.0127 0.0256 -0.1029
H -3.19536 -2.74319 -4.55161 -0.0015 0.0004 -0.0049
C -1.94201 -2.27742 -1.41727 0.0636 0.1881 0.0095
H -3.23903 -1.13676 -2.70248 -0.0233 0.0517 0.0459
C 1.74490 3.99783 1.12822 -0.2274 -0.2806 0.8191
H 2.05654 0.94090 -5.46026 -0.0138 0.0439 0.0158
N 1.25640 3.11208 0.30098 -0.0981 -0.0358 -0.7923
Cl 5.33464 0.84590 -1.65268 -0.0732 -0.1482 0.0666
H -0.18335 -0.61945 2.39130 -0.0500 -0.0402 -0.0399
H -0.48290 -5.21185 -2.33096 0.0001 0.0018 -0.0174
C 1.73878 2.50305 3.15222 -0.1133 0.1012 -0.1542
C 4.51512 -0.51416 -0.90257 -0.1133 -0.0339 -0.0400
H 2.92645 -1.14206 -4.31822 -0.0014 -0.0161 0.0014
Cl 6.99172 -1.68908 -0.73987 -0.1502 -0.0032 0.0352
C 1.03786 0.61599 -5.22449 0.0955 0.0053 -0.1155
H 2.82639 6.39698 -0.94372 -0.0041 0.0031 -0.0165
H -1.81789 -4.80420 -4.38928 -0.0034 -0.0010 -0.0084
H -0.11974 -1.92915 4.45537 -0.0047 -0.0063 -0.0002
Cl 2.34595 -3.97559 1.01779 0.1572 0.0610 -0.0593
H 1.55426 -2.17278 -4.80718 -0.0161 0.0351 -0.0420
O 2.44197 0.61210 -1.15930 0.7442 -0.3358 -0.4332
H -6.62677 -0.72516 -0.08462 -0.0058 0.0109 0.0014
C -1.11361 -4.33394 -2.41069 -0.0124 0.0950 0.0971
C 1.89572 -1.42360 -4.08464 0.1212 0.1753 -0.0600
C -2.25014 -3.86804 2.68389 0.0595 0.1386 -0.0684
H 0.49559 5.54555 2.99200 0.0076 -0.0311 -0.0019
C -4.48559 -0.79353 -0.13249 0.1212 -0.0538 -0.0926
C -2.28181 -3.11709 1.51280 -0.1719 -0.0582 0.0672
S 2.56810 1.15928 2.59883 -0.1189 0.2721 0.1456
Cl 5.49840 -4.13092 0.59634 -0.0623 0.1470 -0.0445
N 1.13591 2.66875 4.36706 -0.0548 -0.2168 0.4139
C -1.55288 -1.93827 1.37909 0.0066 0.1605 -0.1130
C 4.61414 -2.70570 0.09573 -0.1393 -0.1632 0.0672
H 1.61887 0.78252 5.04724 0.0237 -0.0010 -0.0616
C -5.74295 1.12193 0.58826 0.0806 -0.0428 -0.0072
H -1.43823 -4.02708 4.66736 0.0152 0.0225 0.0054
H 2.74626 5.86180 1.50102 -0.0036 -0.0025 0.0005
H 0.63231 0.10803 -6.10772 -0.0086 -0.0200 0.0074
C 5.25900 -1.64232 -0.48611 0.1269 0.1876 -0.1248
C -0.77949 -1.52046 2.46415 0.0541 0.0057 -0.0618
H -2.82261 -4.78702 2.74495 0.0058 0.0038 0.0245
H 1.89714 -1.86950 -3.09046 -0.0197 0.0121 -0.0019
O 1.15800 -1.49776 0.04625 0.2544 -0.4033 -0.1235
N 1.04723 -0.24967 -4.08239 -0.1679 -0.5143 0.3451
H -2.88522 -3.47101 0.68336 0.0210 0.0251 0.0525
H 1.35767 1.98421 6.33307 -0.0093 0.0224 0.0080
C -3.31990 1.17163 0.61589 -0.0326 -0.0138 -0.0378
H -6.69417 1.60848 0.77529 0.0086 0.0159 0.0039
C -5.70781 -0.18099 0.10463 0.0734 0.0528 0.0238
C 2.33180 5.19340 0.75855 0.0755 0.1085 -0.1085
C -2.62746 -2.95136 -3.65179 0.0232 0.0199 0.1391
C 0.81483 4.58050 3.34106 0.0580 -0.1268 -0.1065
C -3.27457 -0.13724 0.10206 0.1931 0.0358 0.0427
H -0.03197 1.30752 5.43665 -0.0072 -0.0281 0.0201
```
Positions in Å, forces in eV/Å.

=====

Entry 4:
C6H8N2 | ωB97M-V/def2-TZVPD

Properties
total charge	0
energy above the lowest of the compared OMol25 structures with the same formula, charge and spin	779.4	kJ/mol
HOMO-LUMO gap	9.627	eV
structure (SMILES)	C1=NN2C[C@H]2[C@@H]2C[C@H]12

The geometry in XYZ format:
```
16
Properties=species:S:1:pos:R:3:forces:R:3
H -0.60959 0.72528 0.58084 1.1840 1.1132 -2.4454
N 1.37798 0.82194 0.00752 -0.5991 -0.1634 -1.6176
H 0.56127 2.82966 0.51278 -0.5265 -1.1848 -1.2687
C -1.47424 -0.95765 -0.14900 -1.9544 -3.7191 -0.6099
C -0.55166 -0.33615 -1.23106 0.6996 0.7465 4.6376
H -0.31305 -0.80148 -2.14332 -0.2407 0.4405 -1.4545
C 0.02125 -1.29161 -0.14981 -1.8805 2.9496 4.2538
C 0.60575 -0.87153 1.22738 3.5127 3.0371 -0.2579
H 0.56495 -2.05988 -0.51970 0.4366 -3.2110 -1.0696
C 0.66760 2.04832 -0.31917 3.8896 6.1314 0.2915
H -1.96606 -0.14178 0.62460 1.2957 -3.0083 -1.9953
H 1.14953 2.45527 -1.21790 -0.1784 0.2994 0.4220
H -1.93812 -2.08648 -0.24440 -0.0200 3.5201 -0.3568
C -0.01740 0.88816 -0.44162 -3.7469 -4.3967 1.4944
N 1.40286 0.24957 1.22865 -2.0406 -3.6841 2.3859
H 0.51894 -1.47165 2.23421 0.1688 1.1294 -2.4094
```
Positions in Å, forces in eV/Å.